1.
Here is a 2-piece molecular cluster, C7H14 overall from the OMol25 dataset. Energies are from ωB97M-V/def2-TZVPD.

Output
SMILES string = CC=C(C)C.C=C
Highest occupied orbital energy = -0.3254 Ha
E_LUMO = 1.08 eV
Orbital gap = 9.94 eV
Spin multiplicity = 1

Geometry as XYZ:
```
21
Properties=species:S:1:pos:R:3:forces:R:3:lowdin_charge:R:1
C -3.744402 -1.229875 0.920312 0.10 -0.03 0.27 -0.081
C -3.334962 -1.311165 2.187325 -0.09 0.01 -0.27 -0.081
H -4.770369 -1.492501 0.638087 0.43 0.12 0.08 0.046
H -3.066461 -0.898149 0.125600 -0.28 -0.14 0.31 0.042
H -4.012903 -1.642892 2.982038 0.32 0.14 -0.30 0.047
H -2.308997 -1.048547 2.469543 -0.40 -0.11 -0.10 0.038
C 0.345504 -0.104869 0.509686 -0.08 -0.47 -0.31 -0.149
C 0.338702 -1.430121 0.289411 -0.02 0.61 0.10 -0.382
C 0.614779 0.622372 1.797010 0.01 -0.18 0.06 -0.104
C 0.044806 -1.980972 -1.082597 -0.04 0.18 -0.12 -0.082
C 0.610306 -2.482735 1.332221 0.03 0.17 0.19 -0.068
H 0.128282 0.537987 -0.353534 0.07 -0.19 0.28 0.102
H 0.826047 -0.073778 2.626078 -0.08 0.41 -0.31 0.059
H -0.262945 1.233808 2.066026 0.37 -0.11 0.00 0.074
H 1.482976 1.290482 1.668707 -0.34 -0.14 0.17 0.075
H 0.901207 -2.575681 -1.442484 -0.34 0.10 0.05 0.081
H -0.844893 -2.631890 -1.045877 0.32 0.11 -0.09 0.079
H -0.144748 -1.166303 -1.801618 0.07 -0.36 0.24 0.076
H 1.480284 -3.085628 1.021946 -0.32 0.08 0.17 0.084
H 0.818505 -2.049603 2.325022 -0.08 -0.30 -0.44 0.063
H -0.266457 -3.146844 1.414956 0.35 0.10 0.02 0.082
```
Positions in Å, forces in eV/Å.

=====

2.
Here is C7H14AlN2OP as an isolated structure in a non-equilibrium geometry from the OMol25 dataset. Energies are from ωB97M-V/def2-TZVPD.

Output
Highest occupied orbital energy = -0.2049 Ha
E_LUMO = 0.09 eV
Orbital gap = 5.66 eV
Spin multiplicity = 1

Geometry as XYZ:
```
26
Properties=species:S:1:pos:R:3:forces:R:3:lowdin_charge:R:1
C -0.881290 0.296245 -2.493782 0.27 -0.01 0.03 -0.194
C -1.601842 1.497119 -2.549756 0.72 -0.27 1.02 -0.155
C -0.729606 2.577555 -2.123089 0.85 -1.19 0.04 -0.153
C 0.560398 2.037662 -1.943427 -0.40 -0.97 0.64 -0.176
C 0.488882 0.539281 -2.012838 -0.51 1.38 -1.62 -0.332
Al 1.016886 -1.346961 -0.568674 1.74 1.54 -0.68 0.232
P -0.259415 -3.372849 -0.623519 -1.46 -1.24 -0.32 0.632
H -1.228770 -0.719926 -2.763446 -0.02 0.80 0.08 0.075
H -2.658544 1.635770 -2.778109 0.29 -0.24 0.07 0.074
H -1.044946 3.599379 -1.868058 0.26 -0.46 -0.62 0.077
H 1.335898 0.009618 -2.478890 -0.37 0.32 -0.16 0.029
H 1.510594 2.596194 -1.873083 -0.66 -0.23 0.28 0.075
H 0.674506 -4.335353 -1.090160 -0.39 0.34 0.02 -0.102
H -1.432010 -3.774004 -1.354804 0.17 -0.42 0.18 -0.114
H -0.538088 -3.998725 0.626927 0.09 0.20 -0.23 -0.102
C -0.793400 -0.171945 3.439412 0.35 -0.12 0.22 -0.028
N 0.443739 0.315908 2.817579 0.09 0.19 0.69 0.048
C 0.754506 0.213300 1.539990 -0.22 -0.97 -2.94 -0.514
N 1.987444 0.677833 1.076780 -0.87 0.50 1.24 0.152
O 0.004420 -0.436932 0.697534 0.78 1.37 2.75 -0.151
H -1.546173 -0.455631 2.706451 0.35 0.10 -0.18 0.094
H -1.207938 0.609948 4.076207 0.07 0.02 -0.10 0.088
H -0.550698 -1.031334 4.063342 -0.16 -0.08 -0.01 0.088
H 1.191806 0.638132 3.431692 -0.62 0.06 -0.24 0.157
H 1.981068 1.267764 0.238217 -0.49 -0.62 -0.04 0.094
H 2.522578 1.131963 1.807501 0.13 -0.02 -0.12 0.105
```
Positions in Å, forces in eV/Å.

=====

3.
Here is C7H14BNO in the gas phase in a non-equilibrium geometry from the OMol25 dataset. Energies are from ωB97M-V/def2-TZVPD.

Output
Highest occupied orbital energy (spin up / spin down) = -0.3226 / -0.3226 Ha
E_LUMO (spin up / spin down) = 0.67 / 0.67 eV
Orbital gap (spin up / spin down) = 9.45 / 9.45 eV
Spin multiplicity = 1

Geometry as XYZ:
```
24
Properties=species:S:1:pos:R:3:forces:R:3:lowdin_charge:R:1
B 0.229602 1.952384 -0.636687 -1.10 1.54 0.09 -0.469
C -1.738154 0.183712 1.257581 -3.54 -1.09 -2.37 -0.164
C -1.214415 -1.013652 0.427987 2.34 -0.25 3.14 -0.186
C -2.221308 1.064858 0.072960 -0.36 3.05 2.58 -0.248
C -0.187967 -0.581875 -0.641776 -3.68 2.56 0.52 0.040
C 1.257863 -0.164104 -0.392981 -1.25 -2.52 1.22 -0.550
C 1.556194 -0.645682 1.070580 2.65 3.40 -2.41 0.011
C 2.194626 -0.806673 -1.440105 -0.85 -1.68 1.02 0.000
N -1.026539 1.340148 -0.628989 1.31 -3.67 -1.69 0.129
O 1.377752 1.224540 -0.443583 0.47 0.71 -0.78 0.048
H 0.308426 3.173113 -0.851293 0.22 -0.93 0.40 0.093
H -2.593767 -0.056314 1.919660 0.37 -0.35 -0.31 0.119
H -1.069560 0.696594 1.818813 2.43 1.36 1.57 0.063
H -0.988913 -1.818847 1.201921 0.75 0.75 -1.11 0.138
H -2.008738 -1.455475 -0.055519 -1.97 -0.68 -1.30 0.069
H -3.037031 0.478209 -0.350387 0.26 0.28 -1.11 0.102
H -2.724742 2.124290 0.403673 1.20 -2.41 -0.51 0.171
H -0.631732 -0.976659 -1.581309 1.40 0.44 0.14 0.136
H 0.864941 -0.210239 1.750862 -0.53 -0.28 0.64 0.068
H 2.557100 -0.143734 1.210237 -0.79 -0.71 0.49 0.116
H 1.708002 -1.662770 0.975916 -0.12 -2.22 0.74 0.058
H 1.750163 -0.600932 -2.396770 -0.20 -0.64 -0.66 0.082
H 2.609016 -1.884259 -1.261714 -1.47 1.78 -0.36 0.131
H 3.029182 -0.216633 -1.429080 2.47 1.56 0.08 0.044
```
Positions in Å, forces in eV/Å.

=====

4.
Here is a 2-piece molecular cluster, C7H14BrN2 overall in a non-equilibrium geometry from the OMol25 dataset. Energies are from ωB97M-V/def2-TZVPD.

Output
Highest occupied orbital energy (spin up / spin down) = -0.4561 / -0.4563 Ha
E_LUMO (spin up / spin down) = -5.25 / -5.24 eV
Orbital gap (spin up / spin down) = 7.16 / 7.17 eV
Charge = +1
Spin multiplicity = 1

Geometry as XYZ:
```
24
Properties=species:S:1:pos:R:3:forces:R:3:lowdin_charge:R:1
C 1.672853 -0.588860 0.611783 -0.84 0.12 1.25 -0.505
C 1.472409 0.100924 -0.447798 -0.83 0.02 -1.15 -0.374
C -0.495406 0.044167 2.532250 1.86 0.09 -2.51 -0.255
C 2.647391 0.087451 -1.425209 1.29 1.52 0.54 -0.015
C -1.898648 0.007617 -2.369199 -1.57 -1.53 2.05 -0.096
C 0.127349 0.637034 -0.857455 -2.04 0.62 2.90 -0.164
C -0.739041 -0.472736 -1.482570 1.34 0.36 -4.12 -0.236
N -1.046796 1.258997 2.563933 -0.32 -0.01 1.93 0.067
N -0.754077 -0.966078 3.315497 -0.60 0.74 0.43 0.110
Br 2.458904 -1.857041 1.534988 0.23 -0.17 0.29 0.983
H 2.588895 -0.770395 -2.124957 0.25 0.41 0.64 0.104
H 3.559498 0.125272 -0.713045 -0.98 -0.38 -1.94 0.115
H 2.631486 1.056288 -2.035507 0.01 -1.35 0.93 0.120
H -2.699954 -0.792349 -2.450546 0.93 0.77 0.40 0.105
H -2.363299 0.858783 -1.917725 -0.48 0.73 -0.01 0.065
H -1.649294 0.168235 -3.362225 0.85 0.78 -1.75 0.046
H 0.149159 1.624959 -1.339319 0.31 -0.60 -0.33 0.130
H -0.465253 0.795990 0.162512 1.40 0.09 -2.03 0.105
H -0.163533 -1.080816 -2.283360 -0.34 0.37 1.98 0.144
H -1.120425 -1.020679 -0.684158 -0.34 -1.48 1.11 0.079
H -0.538837 2.006984 2.027695 -1.15 -1.11 1.07 0.123
H -1.685614 1.518129 3.401262 1.35 -0.05 -1.95 0.154
H -0.344695 -1.879820 3.227317 0.25 0.13 -0.39 0.089
H -1.343070 -0.862057 4.115836 -0.58 -0.05 0.68 0.106
```
Positions in Å, forces in eV/Å.

=====

5.
Here is an isolated ion of composition C7H14BrN2O and charge +1 in a non-equilibrium geometry from the OMol25 dataset. Energies are from ωB97M-V/def2-TZVPD.

Output
SMILES string = C=C(C)[NH2+]C(C)(C)/C(O)=N/Br
Highest occupied orbital energy = -0.5090 Ha
E_LUMO = -4.09 eV
Orbital gap = 9.76 eV
Charge = +1
Spin multiplicity = 1

Geometry as XYZ:
```
25
Properties=species:S:1:pos:R:3:forces:R:3:lowdin_charge:R:1
C -0.253655 -1.640965 -0.518942 2.22 -1.37 0.38 -0.549
C -0.208064 -0.738828 0.653285 -0.56 1.21 2.93 -0.412
C 0.125605 1.478616 -0.635001 1.78 2.38 -2.03 -0.329
C 1.244057 -0.600374 1.190632 -0.43 0.86 -0.18 0.027
C -1.192430 -1.227757 1.678378 -1.26 -1.05 3.44 -0.022
C 0.370379 2.848137 -0.025328 -0.07 0.71 -0.70 -0.036
C 0.601142 1.234218 -1.887775 -3.14 -1.77 3.26 0.129
N -0.714055 -1.168327 -1.577747 -0.19 -1.55 -2.79 -0.254
N -0.752850 0.619751 0.108971 0.00 -2.11 -0.38 0.133
O 0.466044 -2.740464 -0.271536 -0.47 2.57 2.71 0.130
Br -0.040753 -2.144990 -3.166311 -1.04 0.60 1.21 0.767
H 1.444042 0.380296 1.749057 -0.51 -1.38 -0.87 0.127
H 1.703081 -0.594326 0.206106 1.55 0.14 0.54 0.086
H 1.551139 -1.457990 1.837475 -0.36 0.70 -0.87 0.118
H -2.037114 -1.737967 1.249544 -0.48 -0.05 -0.51 0.087
H -1.658594 -0.529990 2.447039 0.84 0.04 -1.33 0.120
H -0.827577 -2.002392 2.440186 0.30 0.89 -1.52 0.132
H 0.349328 3.563540 -0.886360 0.43 -0.55 0.66 0.095
H 1.425704 2.876758 0.406630 -1.78 0.32 0.13 0.116
H -0.528738 3.240095 0.547201 1.49 -0.67 0.19 0.104
H 0.447618 -3.367404 -0.932352 -0.14 -2.21 -2.79 0.042
H 0.888681 2.028335 -2.460440 1.48 1.81 -1.19 0.062
H 0.242407 0.335209 -2.342759 0.73 0.06 -0.54 -0.004
H -1.366961 0.220313 -0.628950 -0.54 0.49 0.20 0.154
H -1.278437 1.126506 0.818996 0.15 -0.07 0.05 0.178
```
Positions in Å, forces in eV/Å.

=====

The energy above the lowest of the compared OMol25 structures with the same formula, charge and spin results, record by record, are as follows: 36.28, 0.00, 51.08, 94.53, 38.62 kcal/mol.